ORCA calculation (the ωB97M-V functional and the def2-TZVPD basis) on a molecular structure, C17H18ClN3O10P2S7Sn.

Results
Charge: -2
Energy relative to the best compared isomer or geometry (same formula, charge and spin) (kcal/mol): 43.5
Spin multiplicity: 1
Lowest unoccupied orbital energy (alpha / beta) (eV): 3.0 / 3.5
Total energy (Eh): -5720.07937

Positions of all 59 atoms, in Å:
Sn  -1.0751  1.4485  1.0095
S  0.2619  4.0648  2.0972
S  -0.9233  5.5947  1.9019
S  -2.9126  4.9417  1.7862
S  -3.0091  2.9923  2.1964
C  -2.9436  -0.2650  4.6797
C  -2.2670  -1.3593  3.8512
O  -2.4535  -2.6468  4.4827
P  -0.4624  -1.1009  3.9104
O  0.2525  -2.3285  3.2077
O  -0.1393  -1.3896  5.4613
O  0.0080  0.2348  3.4937
P  -3.0600  -1.3634  2.1594
O  -2.2865  -2.5465  1.3814
O  -4.4532  -1.7960  2.4124
O  -2.7580  -0.0431  1.4833
H  -2.5748  -0.2693  5.7068
H  -4.0199  -0.4372  4.6737
H  -2.7431  0.7137  4.2381
H  -3.0140  -3.1789  3.9049
H  0.3965  -2.1571  2.2425
H  -0.5106  -2.2501  5.7098
H  -1.5490  -2.1893  0.8451
O  0.6600  0.1478  -0.9324
N  0.9039  -0.9196  -0.3452
O  1.8502  -1.6399  -0.6396
O  0.0768  -1.2884  0.5689
Cl  4.1522  2.8087  -0.6871
C  4.7572  1.5915  0.3891
C  6.0774  1.2112  0.2755
C  6.6026  0.2374  1.1194
C  5.7829  -0.3545  2.0824
C  4.4659  0.0223  2.1959
C  3.8877  1.0136  1.3550
C  2.5454  1.3633  1.4947
H  6.6953  1.6781  -0.4801
H  7.6378  -0.0631  1.0179
H  6.1850  -1.1151  2.7408
H  3.8207  -0.4414  2.9336
H  2.0868  2.0982  0.8488
H  1.9231  0.8933  2.2487
S  1.3985  1.1325  -5.8531
C  0.3252  1.4668  -4.6193
S  0.6195  2.6383  -3.3842
C  -0.9142  2.2677  -2.5947
N  -1.5585  1.3324  -3.2105
N  -0.8724  0.8932  -4.3358
C  -1.5240  -0.1561  -5.0504
C  -1.4804  -0.2453  -6.4354
C  -2.1587  -1.2745  -7.0751
C  -2.8802  -2.2103  -6.3495
C  -2.9287  -2.1073  -4.9651
C  -2.2571  -1.0855  -4.3150
S  -1.4129  3.1165  -1.1916
H  -0.9207  0.4788  -7.0051
H  -2.1211  -1.3388  -8.1560
H  -3.4037  -3.0111  -6.8587
H  -3.4905  -2.8266  -4.3824
H  -2.2949  -0.9837  -3.2395



ORCA calculation (the ωB97M-V functional and the def2-TZVPD basis) on a molecular structure, C17H18ClN3O10P2S7Sn.

Results
Charge: -2
Energy relative to the best compared isomer or geometry (same formula, charge and spin) (kcal/mol): 0.4
Spin multiplicity: 1
Lowest unoccupied orbital energy (eV): 4.0
Total energy (Eh): -5720.14818

Positions of all 59 atoms, in Å:
Sn  -0.7009  -0.8230  -0.5217
S  2.3078  0.5994  1.0104
S  3.3112  -1.0747  1.5961
S  1.8601  -2.5504  1.7424
S  1.1084  -2.8343  -0.1375
C  -4.5967  -2.0791  2.3585
C  -3.7939  -3.2308  1.7767
O  -4.3762  -4.4766  2.1334
P  -2.0793  -3.1486  2.4153
O  -2.2253  -3.7942  3.8850
O  -1.2474  -4.2629  1.6522
O  -1.4746  -1.8006  2.4452
P  -3.6484  -3.2083  -0.0831
O  -4.9911  -2.4553  -0.6002
O  -3.7098  -4.6336  -0.4794
O  -2.4836  -2.3177  -0.4418
H  -4.6528  -2.1741  3.4447
H  -5.6053  -2.0953  1.9465
H  -4.1153  -1.1301  2.1196
H  -4.2326  -5.0445  1.3535
H  -1.3478  -3.8526  4.2819
H  -0.7204  -3.9008  0.9081
H  -4.8389  -1.5037  -0.6248
O  -1.5210  1.5232  -1.7160
N  -1.2283  2.3973  -0.8519
O  -1.9480  3.3825  -0.6997
O  -0.2127  2.2213  -0.1483
Cl  3.6184  2.6446  3.4233
C  2.7829  1.4080  4.3189
C  3.2300  1.1569  5.6087
C  2.5553  0.2571  6.4162
C  1.4241  -0.3804  5.9276
C  1.0067  -0.1388  4.6291
C  1.6795  0.7481  3.7860
C  1.1476  0.8841  2.3899
H  4.1076  1.6769  5.9691
H  2.9100  0.0628  7.4208
H  0.8702  -1.0705  6.5524
H  0.1421  -0.6534  4.2238
H  0.7154  1.8644  2.1795
H  0.3532  0.1504  2.2623
S  -1.3076  3.0419  -6.4591
C  -0.6874  1.8524  -5.4688
S  -1.6279  0.5760  -4.7909
C  -0.2269  -0.0514  -3.9372
N  0.8314  0.6527  -4.1433
N  0.5759  1.7126  -4.9899
C  1.7076  2.5276  -5.2736
C  1.9221  3.0786  -6.5295
C  3.0624  3.8357  -6.7566
C  3.9894  4.0439  -5.7464
C  3.7714  3.4799  -4.4962
C  2.6379  2.7225  -4.2566
S  -0.2824  -1.5295  -3.0463
H  1.2031  2.9186  -7.3172
H  3.2246  4.2631  -7.7386
H  4.8783  4.6340  -5.9328
H  4.4858  3.6319  -3.6971
H  2.4623  2.2669  -3.2929